1.
ORCA calculation (wB97M-V/def2-TZVPD) on a structure of composition C6H11AgClNO2.

CARTESIAN COORDINATES (ANGSTROEM)
C (2.881, 0.353, 0.026)
C (1.436, 0.498, -0.481)
C (0.454, -0.234, 0.422)
C (-1.034, -0.021, 0.105)
C (-1.316, 0.368, -1.349)
N (-1.763, -1.193, 0.553)
Cl (-1.615, -2.585, -0.484)
C (-1.590, 1.157, 0.978)
O (-2.834, 1.323, 0.930)
O (-0.798, 1.849, 1.619)
H (3.068, -0.706, 0.235)
H (3.611, 0.718, -0.693)
H (2.960, 0.882, 0.977)
H (1.216, 1.562, -0.579)
H (1.402, 0.096, -1.500)
H (0.687, 0.071, 1.445)
H (0.715, -1.312, 0.359)
H (-2.378, 0.619, -1.392)
H (-1.082, -0.418, -2.071)
H (-0.780, 1.267, -1.643)
H (-2.737, -0.985, 0.776)
Ag (-0.504, -3.309, 1.767)

2S+1	1
orbital gap	0.17071	hartree
electronic energy	-1047.49254	a.u.
HOMO	-7.76	eV

2.
ORCA calculation (wB97M-V/def2-TZVPD) on a structure of composition C32H57BeBr4CaCl3I2KN4O8S.

CARTESIAN COORDINATES (ANGSTROEM)
C (-3.773, 2.218, 0.196)
C (-2.961, 1.944, -1.111)
N (-2.189, 0.697, -1.068)
C (-1.183, 0.644, -2.140)
C (-0.227, -0.528, -2.025)
C (1.000, -0.357, -1.027)
C (1.814, 0.923, -1.223)
Cl (3.300, 0.890, -2.283)
C (1.574, 2.144, -0.757)
C (2.470, 3.362, -1.031)
Cl (0.171, 2.471, 0.226)
C (1.928, -1.575, -1.507)
C (1.435, -2.919, -0.863)
N (1.779, -2.983, 0.599)
S (3.515, -3.390, 0.824)
C (1.000, -4.127, 1.197)
C (1.430, -5.498, 0.615)
N (0.737, -6.106, -0.236)
C (1.568, -1.618, 1.217)
C (1.432, -1.551, 2.749)
I (3.230, -1.126, 3.892)
C (0.349, -1.742, 3.510)
C (0.381, -1.629, 5.043)
I (-1.535, -2.230, 2.675)
C (0.544, -0.744, 0.417)
C (-3.036, -0.492, -1.087)
C (-4.102, -0.712, -2.226)
O (-2.927, -1.271, -0.209)
H (-3.147, 2.427, 1.085)
H (-4.506, 1.406, 0.439)
H (-4.365, 3.150, 0.035)
H (-3.635, 1.964, -2.004)
H (-2.294, 2.812, -1.226)
H (-1.735, 0.515, -3.100)
H (-0.669, 1.615, -2.253)
H (0.211, -0.675, -3.019)
H (-0.795, -1.482, -1.817)
H (2.199, 3.763, -2.021)
H (3.535, 3.132, -0.908)
H (2.214, 4.126, -0.281)
H (2.962, -1.461, -1.118)
H (1.963, -1.663, -2.598)
H (0.354, -3.019, -1.043)
H (1.954, -3.711, -1.424)
H (3.585, -3.905, 2.083)
H (1.093, -4.228, 2.286)
H (-0.042, -4.013, 0.864)
H (2.351, -5.972, 1.002)
H (1.219, -6.991, -0.425)
H (2.524, -1.096, 1.027)
H (-0.610, -1.921, 5.428)
H (1.101, -2.341, 5.467)
H (0.549, -0.584, 5.341)
H (0.282, 0.069, 1.103)
H (-0.384, -1.317, 0.264)
H (-4.270, -1.791, -2.340)
H (-5.082, -0.259, -1.912)
H (-3.724, -0.279, -3.162)
C (-2.041, 2.047, 4.639)
C (-3.189, 2.963, 4.201)
O (-4.175, 3.005, 4.931)
O (-2.987, 3.591, 3.099)
H (-2.277, 1.545, 5.576)
H (-1.857, 1.287, 3.873)
H (-1.131, 2.634, 4.776)
C (-7.440, -2.998, -3.901)
C (-6.919, -1.751, -4.652)
O (-7.430, -0.679, -4.082)
H (-8.525, -3.071, -3.948)
H (-7.024, -3.896, -4.379)
H (-7.137, -3.006, -2.850)
H (-7.190, -1.955, -5.725)
H (-5.816, -1.840, -4.672)
Be (-3.117, 5.751, 2.715)
C (-5.749, 1.210, -7.010)
Br (-4.179, 0.306, -6.337)
Br (-5.614, 3.124, -6.802)
Br (-6.135, 0.713, -8.834)
H (-6.588, 0.885, -6.404)
Br (-5.487, 3.631, -4.056)
K (5.066, 1.638, -3.921)
C (-10.210, -5.322, -6.185)
C (-8.686, -5.065, -6.278)
O (-7.965, -6.031, -6.018)
O (-8.390, -3.891, -6.607)
H (-10.410, -6.351, -5.896)
H (-10.648, -4.655, -5.444)
H (-10.674, -5.131, -7.152)
C (7.656, 0.770, 5.646)
O (7.093, 2.063, 5.764)
C (8.064, 3.097, 5.920)
C (8.125, 3.975, 4.682)
N (8.711, 3.258, 3.552)
C (8.560, 3.939, 2.268)
C (7.141, 4.167, 1.745)
O (6.456, 2.976, 1.378)
C (5.814, 2.295, 2.437)
H (6.844, 0.045, 5.715)
H (8.155, 0.637, 4.680)
H (8.365, 0.570, 6.454)
H (9.049, 2.697, 6.175)
H (7.732, 3.715, 6.759)
H (8.733, 4.858, 4.896)
H (7.103, 4.306, 4.461)
H (8.274, 2.348, 3.480)
H (9.096, 3.337, 1.529)
H (9.076, 4.903, 2.321)
H (7.230, 4.749, 0.823)
H (6.530, 4.772, 2.423)
H (5.442, 2.969, 3.212)
H (6.485, 1.550, 2.874)
H (4.964, 1.754, 2.014)
Cl (-1.311, -2.402, -3.495)
Ca (-6.023, 1.001, -0.511)

2S+1	1
orbital gap	0.04733	hartree
electronic energy	-16036.02779	a.u.
net charge	+1
HOMO	-7.50	eV